No. 1
{
  "formula": "C27H27N6O7S3Ta",
  "method": "the ωB97M-V functional and the def2-TZVPD basis",
  "lumo_energy_ev": -7.2,
  "de_lowest_kcal_mol": 8.59,
  "charge": 2,
  "homo_ev": -13.22,
  "elements": ["Ta", "C", "C", "N", "C", "C", "C", "S", "N", "C", "O", "C", "C", "C", "C", "C", "C", "H", "H", "H", "H", "H", "H", "H", "H", "H", "H", "H", "H", "H", "H", "H", "O", "C", "O", "C", "C", "N", "N", "C", "C", "O", "O", "H", "H", "H", "O", "C", "C", "C", "C", "C", "C", "C", "O", "N", "N", "C", "S", "C", "C", "S", "H", "H", "H", "H", "H", "H", "H", "H", "H"],
  "xyz": [[-0.342, -0.341, 0.308], [-5.490, -2.658, 2.469], [-5.234, -1.264, 1.916], [-4.252, -0.503, 2.712], [-4.759, 0.189, 3.925], [-4.520, -0.613, 5.195], [-2.976, -0.478, 2.435], [-2.375, -1.475, 1.095], [-2.153, 0.185, 3.270], [-1.066, 0.770, 2.915], [-0.801, 0.978, 1.606], [-0.045, 1.195, 3.855], [-0.221, 0.911, 5.214], [0.769, 1.243, 6.119], [1.933, 1.858, 5.676], [2.111, 2.151, 4.328], [1.125, 1.825, 3.415], [-6.083, -3.223, 1.751], [-6.045, -2.626, 3.405], [-4.555, -3.195, 2.632], [-6.145, -0.669, 1.913], [-4.876, -1.314, 0.890], [-5.822, 0.348, 3.757], [-4.277, 1.163, 3.981], [-5.034, -1.571, 5.170], [-4.905, -0.049, 6.044], [-3.458, -0.787, 5.355], [-1.130, 0.429, 5.544], [0.636, 1.026, 7.169], [2.707, 2.116, 6.387], [3.016, 2.638, 3.994], [1.260, 2.065, 2.369], [-3.038, -0.947, -5.010], [-3.358, 0.217, -4.474], [-4.121, 0.989, -4.974], [-2.685, 0.606, -3.183], [-2.865, 1.856, -2.600], [-2.145, 1.892, -1.477], [-1.491, 0.739, -1.283], [-1.817, -0.049, -2.318], [-1.169, -1.390, -2.326], [-1.203, -2.156, -3.243], [-0.502, -1.574, -1.188], [-2.387, -1.465, -4.501], [-3.466, 2.687, -2.936], [-2.040, 2.659, -0.830], [5.290, -0.458, 0.715], [4.777, -1.131, 1.747], [5.677, -1.621, 2.696], [5.218, -2.328, 3.782], [3.851, -2.567, 3.966], [2.953, -2.090, 3.046], [3.394, -1.364, 1.924], [2.437, -0.849, 0.979], [1.118, -1.011, 1.262], [2.716, -0.170, -0.073], [1.603, 0.339, -0.733], [1.957, 0.716, -1.944], [3.566, 0.465, -2.497], [3.261, 1.046, -4.191], [2.224, 2.142, -4.133], [0.900, 1.570, -3.024], [4.585, -0.147, 0.124], [6.731, -1.434, 2.545], [5.929, -2.707, 4.504], [3.508, -3.129, 4.822], [1.894, -2.272, 3.173], [2.930, 0.200, -4.793], [4.207, 1.416, -4.583], [1.773, 2.330, -5.106], [2.628, 3.071, -3.732]],
  "atomic_forces_ev_per_a": [[-0.11, 0.07, -0.66], [0.00, 0.00, -0.01], [-0.05, -0.01, -0.06], [0.09, -0.02, -0.04], [0.01, 0.04, 0.04], [-0.01, 0.02, 0.00], [-0.07, -0.02, -0.01], [0.31, -0.07, 0.06], [0.20, 0.11, 0.11], [-0.08, 0.02, 0.15], [-0.20, 0.38, -0.12], [-0.02, 0.05, 0.15], [0.02, 0.02, -0.03], [-0.02, -0.01, 0.00], [0.01, 0.01, -0.04], [0.00, 0.00, -0.01], [-0.03, -0.02, 0.02], [-0.02, 0.01, 0.00], [0.01, 0.00, 0.03], [0.01, -0.02, -0.01], [0.00, -0.02, -0.02], [-0.01, 0.01, 0.02], [0.00, 0.00, 0.00], [-0.02, -0.02, 0.01], [0.00, -0.01, -0.01], [0.00, 0.00, 0.00], [0.01, -0.01, 0.00], [-0.01, 0.00, 0.00], [0.00, 0.00, 0.00], [0.01, 0.01, 0.00], [0.01, 0.00, 0.00], [0.00, 0.00, -0.01], [-0.08, -0.10, -0.08], [0.19, 0.13, 0.00], [-0.06, -0.01, 0.04], [-0.02, 0.05, 0.05], [-0.03, -0.10, -0.06], [0.05, -0.01, 0.03], [0.28, -0.05, 0.28], [-0.13, 0.06, -0.21], [-0.08, 0.04, -0.28], [-0.11, 0.02, 0.09], [-0.01, -0.33, -0.05], [0.02, 0.02, 0.05], [-0.01, 0.01, -0.01], [0.00, 0.02, 0.02], [0.10, 0.09, -0.12], [-0.15, -0.11, 0.13], [-0.05, 0.02, -0.03], [-0.01, 0.00, -0.01], [-0.04, -0.03, 0.03], [0.01, 0.00, 0.01], [0.17, -0.02, -0.16], [0.33, 0.18, 0.32], [-0.23, -0.37, 0.15], [0.40, -0.18, 0.35], [-0.40, -0.13, -0.13], [-0.08, 0.45, -0.07], [0.01, 0.01, -0.06], [0.00, -0.04, 0.02], [-0.02, -0.02, 0.02], [-0.09, -0.09, 0.03], [-0.03, -0.02, 0.03], [0.01, 0.01, -0.01], [0.00, -0.01, 0.01], [0.00, 0.00, 0.01], [0.00, 0.00, 0.00], [0.00, 0.01, 0.01], [0.01, -0.01, 0.01], [-0.01, 0.00, 0.01], [-0.01, -0.01, 0.01]],
  "mulliken_charge": [2.39, -1.02, -0.74, 0.11, -0.64, -0.88, 0.66, -0.40, -0.25, -0.33, -0.84, 0.90, -0.30, -0.73, -0.45, -0.82, -0.33, 0.41, 0.32, 0.31, 0.40, 0.41, 0.41, 0.41, 0.28, 0.36, 0.21, 0.46, 0.46, 0.45, 0.46, 0.50, -0.50, 0.51, -0.52, 0.75, -0.51, -0.35, 0.35, -0.74, 0.92, -0.65, -0.65, 0.39, 0.57, 0.17, -0.63, 0.32, -0.68, -0.40, -0.95, -0.38, 0.12, 1.22, -0.38, -0.93, -0.15, 0.19, 0.01, -0.60, -0.61, 0.04, 0.49, 0.48, 0.42, 0.46, 0.46, 0.34, 0.44, 0.45, 0.33]
}

***

No. 2
{
  "formula": "C27H28AuClI2N2O2",
  "method": "the ωB97M-V functional and the def2-TZVPD basis",
  "lumo_energy_ev": -9.1,
  "de_lowest_kcal_mol": 10.23,
  "charge": 2,
  "homo_ev": -13.48,
  "elements": ["Au", "C", "C", "C", "C", "C", "C", "C", "C", "N", "C", "C", "C", "C", "N", "C", "C", "C", "C", "C", "C", "C", "C", "H", "H", "H", "H", "H", "H", "H", "H", "H", "H", "H", "H", "H", "H", "H", "H", "H", "H", "H", "H", "H", "H", "H", "H", "Cl", "C", "C", "C", "C", "C", "C", "C", "O", "O", "H", "H", "H", "H", "I", "I"],
  "xyz": [[-0.003, 0.304, -0.114], [1.584, -2.554, -1.046], [2.587, -1.558, -1.545], [3.371, -1.827, -2.658], [4.314, -0.907, -3.102], [4.491, 0.295, -2.439], [3.738, 0.610, -1.307], [3.951, 1.917, -0.604], [2.808, -0.340, -0.891], [1.963, -0.055, 0.240], [2.374, 0.004, 1.446], [3.775, -0.246, 1.869], [1.309, 0.256, 2.481], [1.710, 0.417, 3.901], [0.106, 0.296, 2.041], [-1.021, 0.330, 2.896], [-1.398, -0.857, 3.532], [-0.648, -2.133, 3.310], [-2.529, -0.803, 4.340], [-3.255, 0.364, 4.468], [-2.869, 1.517, 3.799], [-1.743, 1.520, 2.991], [-1.314, 2.744, 2.239], [1.571, -3.432, -1.689], [0.560, -2.164, -1.036], [1.816, -2.888, -0.032], [3.243, -2.765, -3.181], [4.912, -1.130, -3.975], [5.222, 1.007, -2.798], [4.216, 2.691, -1.322], [4.779, 1.851, 0.107], [3.068, 2.261, -0.061], [4.390, -0.565, 1.032], [3.794, -1.009, 2.648], [4.198, 0.664, 2.302], [2.481, 1.187, 3.976], [2.148, -0.510, 4.275], [0.862, 0.685, 4.524], [-0.691, -2.414, 2.255], [-1.092, -2.938, 3.893], [0.401, -2.062, 3.605], [-2.852, -1.696, 4.859], [-4.138, 0.377, 5.093], [-3.448, 2.425, 3.905], [-1.936, 3.597, 2.505], [-1.412, 2.591, 1.162], [-0.273, 3.008, 2.443], [-8.542, 0.811, -0.282], [-6.848, 0.538, -0.168], [-5.974, 1.391, -0.835], [-4.614, 1.168, -0.740], [-4.133, 0.103, 0.018], [-5.019, -0.748, 0.676], [-6.380, -0.534, 0.586], [-2.692, -0.157, 0.162], [-2.188, -0.995, 0.886], [-1.892, 0.632, -0.558], [-6.367, 2.211, -1.418], [-3.926, 1.821, -1.258], [-4.632, -1.579, 1.249], [-7.082, -1.187, 1.084], [0.397, 1.948, -2.290], [-0.007, 4.276, -1.117]],
  "atomic_forces_ev_per_a": [[0.24, 0.65, 0.49], [-0.13, -0.12, 0.07], [0.21, 0.08, -0.19], [-0.04, 0.07, 0.06], [-0.02, -0.03, 0.00], [-0.07, 0.03, 0.11], [0.13, -0.08, -0.26], [0.01, 0.14, 0.05], [-0.11, -0.06, 0.10], [-0.08, 0.17, -0.45], [0.04, -0.14, 0.43], [-0.01, -0.01, -0.02], [0.19, 0.04, -0.33], [-0.13, 0.02, 0.08], [0.07, -0.37, -0.02], [0.00, 0.04, -0.09], [-0.17, -0.01, 0.28], [0.00, -0.11, 0.02], [0.34, -0.30, -0.17], [-0.14, 0.24, 0.02], [0.03, 0.08, -0.06], [-0.18, 0.21, 0.08], [0.01, 0.03, 0.08], [0.01, -0.01, 0.02], [0.00, 0.01, 0.00], [-0.02, 0.00, 0.00], [0.00, -0.01, -0.01], [0.00, -0.01, 0.00], [0.01, 0.01, 0.00], [0.01, 0.00, 0.01], [-0.02, 0.02, 0.00], [0.00, 0.00, 0.00], [0.00, 0.00, 0.02], [0.00, -0.01, 0.01], [0.00, 0.00, -0.01], [0.01, 0.01, -0.01], [0.00, -0.01, 0.00], [0.00, -0.01, 0.01], [0.00, 0.00, 0.02], [0.02, -0.01, -0.01], [-0.02, -0.02, 0.02], [0.03, -0.03, -0.01], [-0.01, 0.02, 0.01], [0.00, 0.00, 0.00], [0.01, 0.00, 0.01], [-0.02, -0.01, -0.09], [-0.01, 0.01, 0.01], [0.00, 0.00, 0.00], [0.00, 0.00, 0.01], [-0.02, -0.06, 0.04], [0.02, 0.03, -0.02], [0.11, -0.06, 0.04], [0.00, -0.04, 0.02], [-0.02, 0.06, -0.05], [-0.18, 0.06, 0.10], [-0.14, -0.49, -0.20], [0.01, 0.34, -0.07], [-0.01, 0.01, 0.00], [0.00, 0.01, 0.00], [0.01, 0.01, 0.01], [-0.01, 0.00, 0.01], [0.07, -0.41, -0.21], [-0.03, 0.02, 0.04]],
  "mulliken_charge": [0.36, -1.23, 1.02, -1.10, -0.95, -0.86, 1.44, -1.56, -0.69, 0.52, 1.50, -1.98, 0.86, -1.81, 0.16, -0.82, 1.83, -1.32, -1.17, -0.94, -1.16, 1.23, -0.91, 0.49, 0.21, 0.29, 0.47, 0.46, 0.53, 0.52, 0.30, 0.24, 0.41, 0.50, 0.40, 0.49, 0.44, 0.41, 0.28, 0.47, 0.21, 0.47, 0.50, 0.48, 0.48, -0.06, 0.29, -0.16, 0.41, -0.86, -0.23, 0.32, -0.34, -0.81, 0.68, -0.51, -0.26, 0.43, 0.46, 0.45, 0.44, 0.15, 0.14]
}

***

No. 3
{
  "formula": "C27H28BF4N7OSr",
  "method": "the ωB97M-V functional and the def2-TZVPD basis",
  "lumo_energy_ev": 3.4,
  "de_lowest_kcal_mol": 48.20,
  "charge": -2,
  "homo_ev": 0.69,
  "elements": ["Sr", "C", "C", "C", "C", "C", "C", "N", "C", "C", "C", "C", "C", "C", "N", "N", "C", "C", "C", "C", "C", "N", "H", "H", "H", "H", "H", "H", "H", "H", "H", "H", "H", "H", "H", "F", "B", "F", "F", "F", "C", "C", "C", "C", "C", "C", "C", "C", "N", "H", "H", "H", "H", "H", "H", "H", "H", "H", "C", "N", "C", "N", "O", "H", "H", "H", "H", "H", "H"],
  "xyz": [[0.180, 0.709, -0.413], [3.169, -3.244, 2.508], [3.427, -2.322, 1.474], [2.546, -1.289, 1.205], [1.453, -1.010, 2.111], [1.092, -2.099, 2.990], [1.988, -3.147, 3.182], [0.871, 0.258, 2.108], [0.074, 0.739, 3.114], [0.458, 0.558, 4.479], [-0.452, 0.810, 5.510], [-1.750, 1.265, 5.242], [-2.061, 1.700, 3.951], [-1.125, 1.513, 2.907], [-1.355, 2.023, 1.685], [-2.357, 2.817, 1.538], [-2.714, 2.992, 0.218], [-4.007, 3.478, -0.088], [-4.422, 3.402, -1.404], [-3.459, 3.352, -2.458], [-2.181, 3.025, -2.103], [-1.815, 2.760, -0.818], [3.823, -4.036, 2.751], [4.332, -2.467, 0.930], [2.783, -0.637, 0.362], [0.160, -2.031, 3.496], [1.717, -3.908, 3.927], [1.402, 0.109, 4.732], [-0.143, 0.523, 6.524], [-2.460, 1.363, 6.074], [-3.048, 2.097, 3.668], [-4.652, 3.853, 0.718], [-5.488, 3.365, -1.648], [-3.657, 3.670, -3.497], [-1.380, 2.836, -2.820], [-2.057, -1.034, 1.967], [-2.616, -2.049, 2.821], [-3.571, -1.577, 3.731], [-3.081, -2.982, 1.952], [-1.677, -2.573, 3.661], [3.672, 2.419, -1.070], [3.799, 1.759, -2.415], [4.868, 2.044, -3.306], [5.001, 1.390, -4.568], [4.024, 0.402, -4.902], [2.926, 0.116, -4.114], [1.867, -0.836, -4.534], [2.644, 0.952, -2.941], [1.482, 1.120, -2.377], [4.255, 3.349, -0.941], [4.135, 1.799, -0.307], [2.591, 2.567, -0.892], [5.674, 2.701, -2.907], [5.856, 1.485, -5.263], [4.156, -0.175, -5.837], [2.150, -1.475, -5.377], [0.947, -0.289, -4.866], [1.492, -1.431, -3.679], [-3.815, -3.227, -2.139], [-3.044, -2.012, -1.945], [-1.885, -2.103, -1.207], [-1.721, -3.124, -0.360], [-1.023, -1.209, -1.425], [-4.617, -3.163, -2.916], [-4.187, -3.557, -1.151], [-3.140, -4.099, -2.418], [-2.867, -1.390, -2.769], [-2.392, -3.474, 0.358], [-0.799, -3.353, -0.017]],
  "atomic_forces_ev_per_a": [[0.15, 0.39, -0.80], [0.01, 1.04, -0.97], [-0.70, -0.82, 0.88], [-0.27, 0.54, 0.62], [0.68, -0.17, 0.71], [1.15, 1.38, -1.07], [-1.52, -0.11, 0.88], [-1.22, -0.24, -0.51], [1.50, -0.98, -0.43], [-1.66, 0.03, 1.08], [1.33, -0.82, -0.83], [-0.88, 1.11, -0.55], [0.01, -0.59, 1.33], [0.29, 0.52, 0.69], [-0.65, -0.01, -1.33], [0.34, -0.96, 0.69], [1.38, 1.00, -2.90], [0.18, -0.64, 0.38], [0.37, 0.62, -1.05], [-1.11, 0.24, 0.30], [1.07, -0.69, 1.59], [-1.24, -0.05, 0.68], [0.87, -0.71, 0.02], [0.37, 0.18, -0.67], [-0.09, 0.20, 0.32], [-0.25, -0.05, 0.47], [0.10, 0.25, -0.31], [0.22, -0.08, -0.22], [-0.25, 0.30, -0.32], [0.20, -0.09, -0.55], [0.70, -0.16, 0.36], [0.09, -0.77, -0.32], [0.26, 0.75, 0.07], [-0.29, -0.74, 0.64], [-0.15, 0.31, 0.05], [-0.25, 0.01, 0.60], [0.47, 2.00, 0.68], [-1.02, 0.56, -0.70], [-1.43, -1.87, -0.86], [1.46, -1.01, 0.47], [0.27, 0.15, -0.27], [1.25, 0.11, -2.43], [-0.42, -0.77, 1.08], [-0.39, -0.53, -0.10], [0.54, 0.25, 0.15], [0.46, 0.71, 0.12], [-1.28, 0.13, -0.12], [-0.03, 1.39, 1.03], [-0.60, -1.06, 0.65], [-0.40, 0.03, -0.53], [-0.36, -0.53, 0.45], [0.50, 0.10, 0.20], [-0.47, -0.28, -0.54], [-0.38, 0.28, 0.68], [-0.02, 0.28, 0.38], [0.24, -0.09, 0.17], [0.47, -0.18, 0.22], [0.28, 0.05, -0.30], [0.48, -1.55, -0.05], [-0.02, 0.20, -0.98], [1.00, 2.34, -0.70], [-0.14, -1.94, 1.18], [-0.81, -1.53, 0.54], [0.63, 0.32, 0.92], [-0.45, 0.36, -0.62], [-0.60, 0.93, -0.06], [-0.37, -0.88, 1.24], [0.13, 0.95, -1.21], [0.23, 0.91, -0.19]],
  "mulliken_charge": [1.78, -0.51, -0.65, 0.00, 0.64, -0.52, -0.73, -0.36, 0.20, -0.59, -0.25, -0.82, -0.22, -0.11, 0.80, -1.29, 0.06, -0.34, -0.28, -0.49, -0.45, -0.06, 0.41, 0.45, 0.19, 0.72, 0.34, 0.45, 0.33, 0.29, 0.35, 0.39, 0.36, 0.36, 0.45, -0.21, 0.30, -0.40, -0.37, -0.38, -1.08, 0.62, -0.35, -0.65, -0.35, 0.35, -1.10, 0.09, -1.12, 0.41, 0.18, 0.03, 0.23, 0.24, 0.21, 0.39, 0.12, 0.07, -0.83, -0.22, 0.23, -0.24, -0.60, 0.31, 0.22, 0.28, 0.31, 0.23, 0.23]
}